{"formula": "C5H5NO", "method": "ωB97M-V with the def2-TZVPD basis set", "species": ["N", "C", "C", "C", "C", "C", "O", "H", "H", "H", "H", "H"], "positions_angstrom": [[1.299, 2.599, 0.426], [0.504, 1.783, 0.219], [-0.561, 0.851, -0.076], [-0.876, -0.315, 0.808], [-0.291, -0.575, -0.546], [1.103, -1.119, -0.582], [1.812, -1.197, 0.394], [-1.407, 1.332, -0.558], [-0.197, -0.496, 1.636], [-1.921, -0.540, 0.981], [-0.937, -0.895, -1.360], [1.454, -1.475, -1.573]], "mol_weight_g_mol": 95.10, "homo_lumo_gap_ev": 11.026, "smiles": "N#C[C@@H]1C[C@@H]1C=O", "homo_energy_ev": -10.5}


{"formula": "C20H42N3O6P2W", "method": "ωB97M-V with the def2-TZVPD basis set", "species": ["W", "C", "C", "C", "C", "C", "C", "C", "C", "C", "C", "C", "C", "H", "H", "H", "H", "H", "H", "H", "H", "H", "H", "H", "H", "H", "H", "H", "H", "H", "H", "N", "C", "C", "P", "O", "O", "O", "P", "O", "O", "O", "H", "H", "H", "H", "H", "H", "H", "H", "C", "N", "C", "C", "C", "N", "C", "C", "H", "H", "H", "H", "H", "H", "H", "H", "H", "H", "H", "H", "H", "H", "H", "H"], "positions_angstrom": [[-0.268, -0.050, -0.161], [-2.205, 0.888, 2.509], [-1.700, -0.243, 1.660], [-2.486, -0.801, 0.609], [-3.932, -0.423, 0.456], [-2.017, -1.961, -0.052], [-3.006, -2.834, -0.754], [-0.659, -2.355, 0.121], [-0.068, -3.516, -0.629], [0.021, -1.946, 1.324], [1.265, -2.679, 1.718], [-0.593, -1.005, 2.166], [-0.194, -0.820, 3.586], [-1.390, 1.547, 2.798], [-2.641, 0.480, 3.424], [-2.968, 1.485, 2.028], [-4.178, 0.545, 0.871], [-4.513, -1.170, 1.007], [-4.271, -0.450, -0.578], [-3.606, -3.283, 0.048], [-2.554, -3.644, -1.314], [-3.704, -2.305, -1.396], [-0.125, -4.407, 0.003], [0.982, -3.349, -0.858], [-0.583, -3.740, -1.553], [1.934, -2.807, 0.874], [0.993, -3.672, 2.087], [1.812, -2.167, 2.503], [-0.951, -1.365, 4.166], [-0.220, 0.214, 3.910], [0.775, -1.234, 3.827], [4.161, 2.454, 0.482], [3.453, 1.149, 0.876], [4.398, 0.248, 1.669], [2.805, 0.459, -0.686], [4.032, -0.225, -1.391], [2.259, 1.637, -1.409], [1.770, -0.661, -0.388], [1.958, 1.750, 1.837], [2.036, 1.024, 3.236], [2.057, 3.219, 1.887], [0.703, 1.125, 1.176], [5.170, 2.401, 0.615], [3.754, 3.205, 1.060], [3.948, 2.715, -0.486], [5.244, -0.060, 1.053], [3.877, -0.652, 1.995], [4.773, 0.750, 2.563], [4.338, 0.131, -2.238], [2.387, 1.583, 3.951], [-0.502, 3.174, -0.173], [-1.006, 1.983, -0.929], [-2.497, 2.062, -0.897], [-0.557, 2.152, -2.341], [-0.996, 0.969, -3.133], [-0.572, -0.320, -2.481], [-1.553, -1.326, -2.963], [0.744, -0.720, -3.093], [-0.950, 4.064, -0.616], [0.576, 3.228, -0.252], [-0.792, 3.109, 0.870], [-2.819, 2.956, -1.430], [-2.830, 2.143, 0.130], [-2.951, 1.195, -1.361], [0.519, 2.271, -2.344], [-1.012, 3.059, -2.742], [-0.579, 0.999, -4.137], [-2.077, 0.949, -3.238], [-1.606, -1.257, -4.050], [-2.533, -1.109, -2.559], [-1.235, -2.325, -2.701], [0.579, -0.916, -4.152], [1.123, -1.617, -2.618], [1.456, 0.091, -2.989]], "mol_weight_g_mol": 666.36, "homo_lumo_gap_ev": [8.646, 7.901], "total_charge": 3, "spin_multiplicity": 3, "homo_energy_ev": [-18.2, -19.1]}


{"formula": "C4H8N2O3", "method": "ωB97M-V with the def2-TZVPD basis set", "species": ["H", "N", "C", "O", "C", "C", "O", "C", "N", "O", "H", "H", "H", "H", "H", "H", "H"], "positions_angstrom": [[-1.404, 0.718, 1.295], [-1.347, 1.392, 0.534], [-0.762, 0.907, -0.506], [-0.570, 1.832, -1.431], [0.083, -0.339, -0.627], [-0.485, -1.515, 0.184], [-1.753, -1.920, -0.268], [1.559, -0.141, -0.257], [1.831, 0.702, 0.752], [2.422, -0.795, -0.830], [-0.816, 2.687, -0.803], [0.080, -0.613, -1.690], [0.188, -2.371, 0.054], [-0.504, -1.273, 1.260], [-2.423, -1.298, 0.030], [2.788, 0.806, 1.063], [1.113, 1.219, 1.240]], "mol_weight_g_mol": 132.12, "homo_lumo_gap_ev": 10.612, "smiles": "[H]/N=C(/O)[C@H](CO)C(N)=O", "homo_energy_ev": -10.1}


{"formula": "C5H10O", "method": "ωB97M-V with the def2-TZVPD basis set", "species": ["C", "C", "C", "H", "H", "H", "H", "H", "H", "C", "C", "O", "H", "H", "H", "H"], "positions_angstrom": [[0.362, 0.966, 1.630], [1.802, 1.083, 1.494], [2.474, 2.343, 1.271], [0.105, 0.390, 2.540], [-0.239, 1.856, 1.582], [-0.041, 0.384, 0.784], [2.484, 0.183, 1.543], [3.566, 2.328, 1.124], [1.903, 3.156, 0.656], [-2.137, -1.155, -2.507], [-1.750, -1.898, -1.426], [-0.909, -2.954, -1.696], [-3.172, -0.541, -2.307], [-1.529, -0.692, -3.349], [-2.363, -2.055, -0.456], [-0.555, -3.395, -0.885]], "mol_weight_g_mol": 86.13, "homo_lumo_gap_ev": [9.073, 2.477], "total_charge": 1, "spin_multiplicity": 2, "homo_energy_ev": [-13.3, -11.5]}


{"formula": "C19H45BrO11P2Si", "method": "ωB97M-V with the def2-TZVPD basis set", "species": ["C", "C", "C", "C", "C", "C", "C", "C", "Si", "C", "C", "O", "Br", "O", "C", "C", "C", "O", "H", "H", "H", "H", "H", "H", "H", "H", "H", "H", "H", "H", "H", "H", "H", "H", "H", "H", "H", "H", "H", "H", "H", "H", "H", "H", "H", "C", "O", "P", "O", "O", "C", "O", "C", "H", "H", "H", "H", "H", "H", "H", "H", "H", "C", "O", "P", "O", "O", "C", "O", "C", "H", "H", "H", "H", "H", "H", "H", "H", "H"], "positions_angstrom": [[4.851, -1.883, 0.040], [3.631, -0.999, 0.395], [2.409, -1.246, -0.500], [2.673, -0.955, -1.973], [1.446, -0.855, -2.880], [0.469, -2.032, -2.832], [-0.517, -2.043, -1.644], [-2.003, -1.854, -2.047], [-2.758, -0.520, -0.995], [-4.646, -0.628, -0.902], [-5.090, -1.455, 0.250], [-5.416, -1.088, 1.323], [-5.130, -3.404, -0.129], [-2.268, 0.961, -1.523], [-1.757, 1.923, -0.605], [-0.327, 2.262, -0.984], [0.247, 3.356, -0.083], [-0.292, 2.728, -2.323], [5.094, -2.478, 0.916], [5.699, -1.225, -0.144], [4.644, -2.485, -0.839], [3.874, 0.063, 0.337], [3.321, -1.245, 1.409], [2.109, -2.289, -0.360], [1.597, -0.623, -0.121], [3.360, -1.692, -2.390], [3.198, 0.005, -2.020], [0.912, 0.088, -2.744], [1.828, -0.817, -3.904], [-0.108, -2.005, -3.757], [1.033, -2.966, -2.870], [-0.394, -2.975, -1.097], [-0.231, -1.254, -0.947], [-2.122, -1.660, -3.112], [-2.551, -2.759, -1.777], [-2.251, -0.759, 0.380], [-5.063, -1.070, -1.805], [-5.051, 0.368, -0.718], [-1.771, 1.549, 0.423], [-2.367, 2.827, -0.651], [0.267, 1.352, -0.848], [0.759, 4.073, -0.719], [1.020, 2.935, 0.559], [-0.506, 3.843, 0.532], [-0.291, 1.976, -2.922], [-5.412, 4.240, -3.665], [-6.234, 4.642, -2.550], [-6.854, 3.435, -1.719], [-5.926, 2.318, -1.575], [-8.044, 3.072, -2.796], [-8.646, 4.028, -3.664], [-7.805, 3.498, -0.460], [-9.066, 4.187, -0.474], [-5.345, 5.110, -4.314], [-4.421, 3.960, -3.319], [-5.866, 3.410, -4.203], [-8.276, 3.886, -4.680], [-8.449, 5.054, -3.361], [-9.722, 3.854, -3.654], [-9.808, 3.567, -0.973], [-8.999, 5.157, -0.965], [-9.355, 4.336, 0.562], [7.646, -0.597, 4.321], [8.046, -1.955, 4.089], [6.867, -3.051, 4.314], [5.674, -2.411, 3.735], [6.996, -2.974, 5.951], [8.250, -2.859, 6.625], [6.389, -4.591, 4.358], [7.001, -5.579, 5.202], [8.568, -0.038, 4.469], [7.111, -0.208, 3.459], [7.020, -0.520, 5.209], [8.374, -1.840, 6.994], [9.096, -3.102, 5.984], [8.236, -3.543, 7.473], [6.630, -5.465, 6.218], [8.088, -5.513, 5.196], [6.707, -6.552, 4.816]], "mol_weight_g_mol": 619.50, "homo_lumo_gap_ev": 9.273, "smiles": "CCCCCCCC[Si@H](CC(=O)Br)OC[C@H](C)O.COP(=O)(OC)OC.COP(=O)(OC)OC", "homo_energy_ev": -9.6}


{"formula": "C43H56BCl7N9RbSe2", "method": "ωB97M-V with the def2-TZVPD basis set", "species": ["Rb", "C", "C", "C", "C", "C", "C", "C", "C", "C", "N", "N", "B", "N", "N", "C", "C", "C", "C", "C", "C", "C", "C", "C", "N", "N", "C", "C", "C", "C", "C", "C", "C", "C", "C", "H", "H", "H", "H", "H", "H", "H", "H", "H", "H", "H", "H", "H", "H", "H", "H", "H", "H", "H", "H", "H", "H", "H", "H", "H", "H", "H", "H", "H", "H", "H", "H", "H", "H", "H", "H", "H", "H", "H", "H", "H", "H", "H", "H", "H", "H", "Cl", "C", "Cl", "H", "H", "Se", "C", "N", "C", "N", "C", "Se", "N", "C", "C", "C", "C", "C", "C", "H", "H", "H", "H", "H", "H", "H", "H", "Cl", "C", "C", "C", "Cl", "C", "Cl", "C", "Cl", "C", "Cl"], "positions_angstrom": [[-0.647, -1.245, 0.919], [1.944, -2.644, 3.472], [2.172, -3.193, 2.053], [3.043, -4.461, 2.069], [2.860, -2.140, 1.245], [4.243, -1.833, 1.164], [4.336, -0.756, 0.282], [5.611, -0.100, -0.214], [6.430, 0.401, 0.984], [6.426, -1.120, -1.022], [3.087, -0.438, -0.102], [2.155, -1.281, 0.542], [2.631, 0.646, -1.203], [1.581, 1.681, -0.651], [0.141, 1.341, -0.909], [-0.459, 2.489, -0.854], [0.413, 3.548, -0.496], [1.678, 2.980, -0.371], [2.870, 3.756, 0.213], [4.281, 3.170, 0.026], [2.527, 3.987, 1.703], [-1.933, 2.609, -1.099], [-2.631, 2.977, 0.219], [-2.481, 1.344, -1.774], [2.018, -0.128, -2.445], [0.860, -1.065, -2.220], [0.447, -1.335, -3.419], [1.168, -0.645, -4.427], [2.140, 0.094, -3.743], [3.212, 0.969, -4.394], [4.630, 0.446, -4.116], [3.015, 2.478, -4.126], [-0.643, -2.341, -3.655], [-1.670, -2.331, -2.510], [-0.046, -3.736, -3.895], [1.416, -3.360, 4.111], [1.392, -1.693, 3.452], [2.921, -2.450, 3.923], [1.210, -3.430, 1.576], [3.968, -4.285, 2.650], [3.347, -4.741, 1.047], [2.519, -5.318, 2.516], [5.056, -2.363, 1.659], [5.323, 0.726, -0.877], [6.818, -0.477, 1.541], [5.813, 0.999, 1.679], [7.264, 1.018, 0.654], [6.718, -1.938, -0.355], [7.339, -0.684, -1.413], [5.852, -1.533, -1.861], [3.656, 1.197, -1.568], [0.123, 4.562, -0.244], [2.862, 4.751, -0.259], [4.332, 2.195, 0.506], [4.976, 3.862, 0.516], [4.573, 3.099, -1.035], [2.427, 3.035, 2.253], [1.575, 4.514, 1.776], [3.302, 4.593, 2.187], [-2.066, 3.451, -1.796], [-2.597, 2.137, 0.918], [-3.688, 3.250, 0.049], [-2.140, 3.848, 0.659], [-2.604, 0.547, -1.019], [-1.784, 0.983, -2.551], [-3.469, 1.533, -2.204], [1.044, -0.744, -5.512], [3.039, 0.831, -5.463], [4.919, 0.607, -3.061], [5.372, 0.954, -4.750], [4.691, -0.636, -4.321], [3.163, 2.724, -3.062], [2.001, 2.806, -4.416], [3.748, 3.054, -4.708], [-1.162, -2.032, -4.578], [-1.243, -2.785, -1.605], [-2.547, -2.913, -2.785], [-2.020, -1.316, -2.276], [0.390, -4.123, -2.956], [0.720, -3.703, -4.676], [-0.843, -4.444, -4.199], [-3.578, -2.775, 0.087], [-4.973, -3.599, 0.963], [-4.867, -3.350, 2.695], [-4.905, -4.674, 0.736], [-5.912, -3.180, 0.591], [0.525, 2.379, 5.079], [2.366, 2.212, 5.248], [3.570, 2.137, 5.354], [-6.929, 1.410, -1.090], [-6.719, 2.000, 0.255], [-5.930, 1.460, 1.267], [-5.114, -0.171, 1.192], [-5.926, 2.335, 2.315], [-6.731, 3.422, 2.038], [-7.040, 4.566, 2.772], [-7.902, 5.467, 2.153], [-8.429, 5.253, 0.868], [-8.124, 4.123, 0.130], [-7.238, 3.210, 0.715], [-6.227, 0.590, -1.210], [-6.764, 2.172, -1.855], [-7.960, 1.027, -1.158], [-5.452, 2.117, 3.197], [-6.622, 4.732, 3.777], [-8.187, 6.386, 2.675], [-9.093, 6.013, 0.443], [-8.522, 3.947, -0.882], [-1.662, -2.324, 4.002], [-1.298, -3.931, 3.420], [-1.120, -4.212, 2.101], [-0.852, -5.418, 1.542], [-0.575, -5.634, -0.139], [-0.709, -6.477, 2.441], [-0.309, -8.043, 1.863], [-0.843, -6.278, 3.825], [-0.640, -7.596, 4.919], [-1.141, -4.996, 4.304], [-1.285, -4.733, 6.002]], "mol_weight_g_mol": 1201.35, "homo_lumo_gap_ev": 5.099, "total_charge": -2, "homo_energy_ev": -2.1}


Q: Number 5 is which compound?
A: C19H45BrO11P2Si